# 1
The following is a DFT calculation (ωB97M-V/def2-TZVPD) of a single C8H9NOS2 molecule at a distorted geometry.

The geometry in XYZ format:
```
21
Properties=species:S:1:pos:R:3:forces:R:3
C -0.053265 0.858131 0.513736 -0.504 -0.032 2.043
C -0.778816 0.763659 3.609051 -0.065 1.049 0.411
C 0.465776 0.375117 2.872554 0.043 0.950 -1.146
C -1.588312 -0.228790 3.921257 -0.442 -0.119 0.499
C 0.369548 -1.124422 2.705449 1.564 -0.539 0.967
C 1.190085 -0.863758 -1.614371 0.862 1.545 -0.838
C 0.110521 0.156269 -1.844861 -3.633 1.121 -0.639
C -0.668265 0.605178 -0.611627 -0.748 -0.087 0.142
N 0.385520 1.184789 1.620017 0.086 0.050 -1.142
O 1.283862 -3.495327 2.549946 0.561 0.849 -0.119
S -1.036046 -1.829131 3.463182 0.178 -0.103 -0.576
S 1.695533 -2.060791 2.403227 -1.655 -0.556 -0.039
H -0.988676 1.835196 3.756672 0.098 -0.737 0.071
H 1.392755 0.767692 3.363722 -0.709 -0.771 -0.229
H -2.524048 -0.167856 4.473543 0.176 0.105 -0.282
H 0.931891 -1.657117 -0.923767 0.053 -0.048 -0.013
H 1.481019 -1.198621 -2.601278 0.111 -0.751 -0.094
H 2.067588 -0.250144 -1.309233 -0.346 -0.837 0.466
H -0.804134 -0.099620 -2.496018 1.805 -0.554 0.347
H 0.441017 1.093834 -2.326217 0.477 -0.549 0.057
H -1.817331 0.691316 -0.637112 2.087 0.014 0.117
```
Positions in Å, forces in eV/Å.

Properties
Orbital gap (alpha / beta) ... 7.7 / 7.7 eV
Energy above the lowest of the compared OMol25 structures with the same formula, charge and spin ... 286.93 kJ/mol
HOMO energy (alpha / beta) ... -8.30 / -8.30 eV
E_LUMO (alpha / beta) ... -0.64 / -0.64 eV

Results of the Mulliken charge analysis, in e, for atoms 1 through 4:
1. C 0.68
2. C -0.79
3. C 0.32
4. C -0.14

---

# 2
The following is a DFT calculation (ωB97M-V/def2-TZVPD) of 2 unconnected molecules or ions with the total composition C11H15N at a distorted geometry.

The geometry in XYZ format:
```
27
Properties=species:S:1:pos:R:3:forces:R:3
C -2.781271 -2.088832 1.744231 -0.913 0.173 -0.174
C -2.104074 -0.940853 0.974777 0.229 -0.849 0.854
H -3.855336 -2.091512 1.531382 0.015 0.004 0.056
H -2.456567 -3.082301 1.435906 0.377 0.070 0.195
H -2.694559 -1.968071 2.828322 0.133 -0.158 -0.171
H -1.293246 -0.575971 1.597290 0.163 0.330 -0.146
H -2.804766 -0.131525 0.795180 0.111 0.078 -0.273
H -1.648233 -1.338050 0.073113 -0.194 0.369 -0.291
C 0.382986 -1.731943 -1.867060 0.148 0.497 -0.130
C 0.969602 0.406848 -0.414615 0.487 1.171 0.240
C 0.614337 -0.256440 -1.640569 -0.568 -0.881 0.330
C 1.023336 1.780029 -0.711265 0.508 0.451 0.026
C 0.377242 0.715310 -2.547005 -0.117 -0.131 -0.160
C 1.700750 0.966605 1.831262 0.476 -0.011 -0.262
C 1.865869 2.310010 1.442744 0.152 -0.246 0.380
C 1.337866 0.043385 0.888870 -0.240 -1.375 -1.176
C 1.562081 2.716273 0.166085 -0.420 0.410 0.342
N 0.611093 1.968919 -1.998732 -0.368 -0.588 -1.238
H 1.986790 0.619388 2.813802 0.027 0.162 0.085
H 2.316412 3.000962 2.145520 -0.214 0.088 -0.017
H 1.408767 -1.035953 0.989124 -0.131 0.048 0.897
H 1.662366 3.761738 -0.103162 0.072 -0.084 -0.138
H 0.965744 -2.322803 -1.167009 0.045 -0.130 0.075
H 0.698540 -2.001302 -2.880726 -0.114 -0.052 0.173
H -0.041771 0.572523 -3.535792 0.272 0.280 0.012
H 0.866429 2.695972 -2.644216 0.002 0.453 0.522
H -0.670386 -1.992404 -1.747457 0.061 -0.079 -0.012
```
Positions in Å, forces in eV/Å.

Properties
Orbital gap ... 8.9 eV
Energy above the lowest of the compared OMol25 structures with the same formula, charge and spin ... 49.44 kJ/mol
HOMO energy ... -7.92 eV
E_LUMO ... 0.94 eV
SMILES ... Cc1c[nH]c2ccccc12.CC

Results of the Mulliken charge analysis, in e, for atoms 1 through 4:
1. C -0.99
2. C -0.07
3. H 0.29
4. H 0.31

---

# 3
The following is a DFT calculation (ωB97M-V/def2-TZVPD) of a single C13H19NO3 molecule at a distorted geometry.

The geometry in XYZ format:
```
36
Properties=species:S:1:pos:R:3:forces:R:3
O 2.951777 2.764442 3.101810 -0.852 0.546 -0.404
N -0.021488 0.524716 1.233037 -0.119 -1.624 -1.450
O 1.351542 2.762250 1.494317 0.264 -1.222 1.259
O 0.520355 -1.487796 0.397806 -0.505 0.142 0.405
C 2.013057 2.226553 2.561809 1.555 0.399 -0.358
C -0.283164 -0.409523 0.335722 -0.924 1.395 0.225
C 1.340548 -1.239762 1.461185 1.423 1.302 1.269
C 1.050483 0.013032 1.923709 0.286 -1.236 0.678
C 2.472285 -2.131661 1.918854 -0.823 0.077 -0.444
C 1.718609 0.800919 3.014417 -1.043 -0.269 -1.081
C -2.691302 -0.770285 0.302920 -0.192 -0.556 0.114
C -0.402628 0.606640 -3.162153 -0.253 0.226 -0.038
C -0.581543 1.542547 -1.984382 0.842 0.094 0.890
C -0.228253 -0.844431 -2.716861 0.826 0.258 0.935
C -1.728574 1.086364 -1.066187 1.752 -0.087 -0.110
C -1.328661 -1.303030 -1.753024 -0.044 -0.261 -0.343
C -1.509294 -0.364962 -0.568239 0.365 0.674 0.105
H 0.730787 2.032543 1.198907 -0.011 0.985 0.010
H 2.180485 -2.814865 2.718840 -0.173 -0.175 -0.264
H 2.863229 -2.670249 1.067498 0.155 -0.376 -0.085
H 3.280446 -1.541475 2.337324 0.029 0.296 -0.125
H 1.082950 0.848249 3.901932 0.110 -0.041 0.035
H 2.666361 0.330370 3.250738 0.044 0.212 0.282
H -3.649162 -0.698931 -0.226672 0.273 -0.135 -0.116
H -2.520059 -1.804138 0.623499 -0.348 0.051 0.084
H -2.778306 -0.143861 1.187358 0.154 0.088 0.068
H -1.335980 0.703590 -3.741421 0.415 -0.135 -0.313
H 0.469184 0.962879 -3.737488 -0.489 -0.348 -0.125
H -0.754548 2.558513 -2.326617 -0.234 0.149 -0.157
H 0.386211 1.635767 -1.418321 -0.774 -0.307 -0.241
H -0.185582 -1.504726 -3.572355 0.083 -0.215 -0.200
H 0.749012 -0.911766 -2.175096 -0.536 -0.089 -0.494
H -1.781734 1.791099 -0.245046 -0.302 -0.067 0.329
H -2.629157 1.124127 -1.641856 -0.839 -0.058 -0.233
H -2.266203 -1.347213 -2.309968 -0.207 0.056 0.053
H -1.151682 -2.325929 -1.385995 0.092 0.251 -0.161
```
Positions in Å, forces in eV/Å.

Properties
Orbital gap ... 9.6 eV
Energy above the lowest of the compared OMol25 structures with the same formula, charge and spin ... 0.00 kJ/mol
HOMO energy ... -9.01 eV
E_LUMO ... 0.60 eV
SMILES ... Cc1oc(C2(C)CCCCC2)nc1CC(=O)O

Results of the Mulliken charge analysis, in e, for atoms 1 through 4:
1. O -0.59
2. N -0.69
3. O -0.54
4. O -0.37

---

# 4
The following is a DFT calculation (ωB97M-V/def2-TZVPD) of 2 unconnected molecules or ions with the total composition CH3N2O3S at a distorted geometry.

The geometry in XYZ format:
```
10
Properties=species:S:1:pos:R:3:forces:R:3
C -1.597932 -1.174859 -0.283525 -3.779 2.994 1.607
N 0.425109 0.062865 -0.049521 -0.395 1.000 2.224
N -0.928167 -0.217640 0.385937 1.069 -0.038 0.373
O -3.469589 1.358734 -0.601224 -0.201 -1.453 -0.322
O -1.093859 -1.953227 -1.002613 1.764 -2.918 -2.318
O -4.161347 0.021387 1.280023 -0.105 -0.659 -1.135
S -3.922384 -0.013556 -0.194154 1.485 1.187 1.559
H 0.492094 -0.512751 -0.850251 0.677 -0.908 -0.956
H 1.070519 -0.252694 0.707135 -0.727 0.024 -1.128
H -1.526541 0.561671 0.575885 0.212 0.771 0.096
```
Positions in Å, forces in eV/Å.

Properties
Orbital gap (alpha / beta) ... 6.6 / 6.6 eV
Energy above the lowest of the compared OMol25 structures with the same formula, charge and spin ... 210.80 kJ/mol
HOMO energy (alpha / beta) ... -2.76 / -2.76 eV
E_LUMO (alpha / beta) ... 3.87 / 3.87 eV
Charge ... -1

Results of the Mulliken charge analysis, in e, for atoms 1 through 4:
1. C 0.05
2. N -0.63
3. N -0.05
4. O -0.57

---

# 5
The following is a DFT calculation (ωB97M-V/def2-TZVPD) of 10 unconnected molecules or ions with the total composition C30H49Cl4F3O5S5 at a distorted geometry.

The geometry in XYZ format:
```
96
Properties=species:S:1:pos:R:3:forces:R:3
C 0.383748 1.038875 5.184690 -1.363 -0.335 0.148
S 1.215537 2.374703 4.359271 -0.772 1.104 0.087
O 1.215432 1.999003 2.919685 0.009 -0.020 -0.651
C -0.122011 3.663394 4.576644 -0.111 -0.546 -0.350
H 0.672334 0.090202 4.732751 0.344 0.287 -0.220
H -0.730993 1.116509 5.057269 1.046 0.028 0.348
H 0.710830 0.989949 6.221685 -0.303 0.160 0.138
H -1.116453 3.250202 4.313104 0.619 0.008 0.119
H 0.026839 4.583021 3.997983 0.464 -0.503 -0.145
H -0.101615 3.950545 5.613312 -0.081 -0.025 0.590
C -3.060872 -2.712527 -5.061262 0.165 0.618 0.045
S -2.538798 -2.224315 -3.397073 1.312 0.118 -0.547
O -1.267806 -3.030273 -3.078907 -1.359 1.113 -0.446
C -2.004396 -0.514378 -3.820277 0.977 -0.213 0.416
H -3.748651 -1.936275 -5.434489 -0.273 -0.604 0.385
H -3.473441 -3.712312 -4.938451 -0.221 0.158 -0.316
H -2.233745 -2.685772 -5.772234 0.282 -0.290 0.336
H -2.728440 0.144928 -4.285223 -0.580 -0.309 0.070
H -1.100824 -0.481558 -4.437474 -0.098 -0.459 -0.037
H -1.719208 -0.099326 -2.854352 -0.085 0.138 0.043
C -1.880366 -5.696852 -1.223258 0.499 0.801 0.510
S -2.836955 -4.173994 -0.784933 -0.434 -1.889 1.385
O -4.016843 -4.132292 -1.693041 0.065 -0.090 -0.267
C -3.522901 -4.880039 0.813736 0.350 1.364 -0.163
H -2.521980 -6.569960 -1.110534 0.021 0.095 -0.261
H -0.946984 -5.810366 -0.631279 -0.752 0.252 0.068
H -1.536607 -5.482816 -2.225327 -0.236 -0.243 -0.450
H -4.204322 -4.090124 1.214145 -0.003 -0.882 -0.639
H -2.718340 -4.857735 1.554640 0.199 -0.505 -0.230
H -3.970010 -5.876460 0.636973 0.130 0.735 0.160
C 3.952165 0.798492 2.229886 0.446 0.920 0.889
S 5.743599 0.990055 2.352085 0.548 -0.185 -0.001
O 6.367266 -0.336768 2.004174 -0.561 0.774 -0.106
C 6.062650 2.093679 0.970761 -1.227 0.627 -0.742
H 3.507079 0.745016 1.263768 0.056 -0.184 -0.972
H 3.398203 1.559833 2.805908 0.557 -0.332 -0.190
H 3.915602 -0.133040 2.742059 -0.665 -0.941 0.413
H 7.098802 2.011066 0.698370 0.665 0.359 0.452
H 5.693798 3.148966 1.168619 0.736 -1.404 -0.058
H 5.557983 1.711807 0.071155 -0.261 0.105 0.315
C 1.658558 -1.747144 1.218434 -0.010 0.066 2.139
S 0.403675 -2.883436 0.642626 -0.727 0.409 0.895
O -0.256012 -3.310212 1.952930 0.309 -0.021 -1.132
C -0.682065 -1.567265 0.028507 0.195 0.040 -0.904
H 2.292525 -2.323155 1.946887 -0.290 0.424 -1.044
H 1.121508 -1.015303 1.875287 0.297 -0.397 -0.614
H 2.213751 -1.216610 0.463261 0.267 -0.130 -0.436
H -1.017746 -1.090455 0.911765 -0.292 0.561 1.171
H -1.576298 -1.988204 -0.448846 0.691 0.162 -0.214
H -0.129569 -0.807828 -0.565932 -0.333 -0.762 -0.002
F 4.255215 5.916582 -1.906229 0.186 0.338 -0.284
C 3.398785 5.044779 -1.353977 0.240 0.011 -0.059
C 3.761486 4.483234 -0.133883 -0.283 0.821 -1.242
C 2.857014 3.615634 0.364646 -1.711 -1.886 0.884
C 1.669989 3.216167 -0.299310 1.032 1.038 -0.096
C 1.330136 3.825920 -1.490731 -0.088 0.576 0.244
C 2.218263 4.769814 -2.010196 -0.246 0.226 -0.961
H 4.671824 4.750639 0.368475 0.131 0.218 0.026
H 2.985907 3.187516 1.345466 0.222 -0.126 0.137
H 1.042837 2.492445 0.152454 -0.499 -0.495 0.480
H 0.339846 3.720112 -1.950038 0.575 -0.356 0.061
H 1.985488 5.272712 -2.967819 0.308 -0.226 0.746
F -2.987478 0.898511 -0.910309 0.014 -0.287 0.112
C -4.269996 1.106598 -1.330736 0.814 -0.908 0.535
C -5.195058 0.108355 -1.100060 -1.387 1.329 -0.844
C -6.510577 0.324144 -1.583987 2.358 0.605 0.594
C -6.753675 1.482576 -2.284077 -1.023 0.190 -0.002
C -5.747218 2.417199 -2.521391 -0.340 0.101 0.081
C -4.467084 2.278471 -2.011026 -0.581 -1.028 -0.856
H -4.967490 -0.771187 -0.573071 0.519 -0.917 0.600
H -7.269195 -0.362908 -1.334118 -0.774 -0.734 0.007
H -7.797571 1.654164 -2.595411 0.765 0.164 -0.120
H -6.008621 3.261128 -3.108449 -0.046 0.734 -0.456
H -3.574140 2.796345 -2.331175 -0.281 0.649 0.251
F 1.517988 0.846342 -2.993358 -0.477 1.072 -0.192
C 2.369649 -0.081388 -2.571857 -0.270 -1.610 0.223
C 3.533170 0.281631 -1.911772 0.681 0.656 0.621
C 4.427090 -0.698032 -1.471048 -2.357 -1.233 -0.941
C 4.059520 -2.058854 -1.656660 0.363 1.036 -0.536
C 2.877058 -2.418841 -2.325661 -0.014 1.547 0.444
C 1.963504 -1.403780 -2.776269 1.883 -1.023 0.922
H 3.740047 1.336516 -1.640251 -0.309 -0.613 -0.603
H 5.317451 -0.424026 -0.977048 0.863 0.134 0.544
H 4.775474 -2.804206 -1.332507 -0.230 -0.174 0.019
H 2.695026 -3.477870 -2.418070 -0.429 -0.014 -0.235
H 0.999014 -1.675411 -3.194686 0.136 0.169 -0.098
C -1.488345 2.145875 1.378593 0.646 -0.339 1.286
Cl -1.917818 3.836194 1.189340 -0.308 0.153 -0.204
Cl -2.640103 1.208410 2.378183 -0.237 0.128 -0.127
H -1.421731 1.642444 0.425625 0.104 0.162 -0.070
H -0.579395 2.131803 2.005952 -0.183 -0.117 -0.902
C -0.197066 -2.642494 4.850818 0.421 2.261 -1.313
Cl 1.587374 -2.349892 4.969327 -0.643 -0.210 0.307
Cl -1.173914 -1.939000 6.133006 0.170 0.074 0.360
H -0.492915 -2.148378 3.898899 0.181 -0.698 0.751
H -0.367402 -3.669440 4.824918 -0.110 -1.557 -0.079
```
Positions in Å, forces in eV/Å.

Properties
Orbital gap ... 9.0 eV
HOMO energy ... -8.66 eV
E_LUMO ... 0.34 eV

Results of the Mulliken charge analysis, in e, for atoms 1 through 4:
1. C -0.40
2. S 0.46
3. O -0.69
4. C -1.02

---

# 6
The following is a DFT calculation (ωB97M-V/def2-TZVPD) of 2 unconnected molecules or ions with the total composition C2H2Cl2Si at a distorted geometry.

The geometry in XYZ format:
```
7
Properties=species:S:1:pos:R:3:forces:R:3
C 1.078793 1.132617 0.166254 3.550 0.926 -0.149
C 0.051382 0.787547 -0.345948 -2.224 -0.397 0.027
Si -1.680775 0.310737 -0.929808 -0.115 0.396 0.743
Cl 0.992623 -2.624954 -0.312672 2.220 -2.068 -1.965
Cl -2.846461 0.926235 0.805504 0.812 -0.309 -0.880
H 2.163977 1.431035 0.283916 -2.078 -0.549 0.226
H 0.240460 -1.963215 0.332754 -2.164 2.000 1.997
```
Positions in Å, forces in eV/Å.

Properties
Orbital gap ... 8.3 eV
Energy above the lowest of the compared OMol25 structures with the same formula, charge and spin ... 276.37 kJ/mol
HOMO energy ... -9.71 eV
E_LUMO ... -1.42 eV

Results of the Mulliken charge analysis, in e, for atoms 1 through 4:
1. C 0.43
2. C -0.72
3. Si 0.23
4. Cl -0.19

---

Computed energy (eV) in order:
-33646.23592; -13140.27883; -21422.69042; -21042.87881; -154555.73286; -35026.93282